ORCA calculation (the ωB97M-V functional and the def2-TZVPD basis) on an isolated ion of composition C7H11N3O and charge +2.

Atoms and positions in Å:
1 C -2.614 -1.756 -1.204
2 C -2.312 0.803 0.498
3 C -3.509 0.084 0.068
4 C 0.052 0.158 0.410
5 C 3.286 0.798 -0.922
6 C 2.694 -1.145 0.478
7 C 2.279 -0.301 -0.694
8 N -1.195 0.346 0.372
9 N -3.374 -1.055 -0.630
10 N -4.642 0.487 0.511
11 O 0.863 0.246 -0.606
12 H -2.581 1.807 0.998
13 H 0.476 -0.374 1.274
14 H 2.971 1.654 -0.315
15 H 4.278 0.402 -0.751
16 H 3.355 1.246 -1.967
17 H 3.734 -1.177 0.606
18 H 2.290 -2.176 0.617
19 H 2.306 -0.516 1.377
20 H 1.916 -0.884 -1.539
21 H -4.707 1.296 1.214
22 H -5.565 0.057 0.206

Properties
Gap between HOMO and LUMO, eV: 7.361
E_HOMO, hartree: -0.6713
Energy above the lowest of the compared OMol25 structures with the same formula, charge and spin, eV: 1.929
Total charge: +2
LUMO, eV: -10.907
Largest force on an atom, hartree/bohr: 0.1038
E_tot, a.u.: -512.02812